# 1
{
  "formula": "C60H57Br4Ge3NO2PbS2Sb",
  "method": "ωB97M-V/def2-TZVPD",
  "homo_lumo_gap_ev": 6.7,
  "relative_energy_kj_mol": 0.0,
  "charge": -1,
  "homo_energy_ha": -0.1730,
  "species": ["Pb", "C", "C", "Ge", "C", "C", "C", "C", "Ge", "C", "C", "C", "C", "C", "C", "C", "C", "C", "C", "H", "H", "H", "H", "H", "H", "H", "H", "H", "H", "H", "H", "H", "H", "H", "H", "H", "H", "H", "H", "H", "H", "H", "H", "H", "H", "Br", "C", "C", "Br", "C", "Br", "C", "O", "C", "O", "C", "Br", "S", "C", "N", "C", "Ge", "C", "C", "C", "C", "C", "C", "C", "C", "C", "C", "C", "C", "C", "C", "C", "C", "C", "C", "H", "H", "H", "H", "H", "H", "H", "H", "H", "H", "H", "H", "H", "H", "H", "H", "S", "Sb", "C", "C", "C", "C", "C", "C", "C", "C", "C", "C", "C", "C", "C", "C", "C", "C", "C", "C", "H", "H", "H", "H", "H", "H", "H", "H", "H", "H", "H", "H", "H", "H", "H"],
  "xyz": [[-0.02, 1.00, -0.14], [-2.36, -5.03, -1.50], [-2.24, -3.62, -2.08], [-0.88, -2.43, -1.26], [0.70, -2.67, -2.42], [1.07, -4.14, -2.66], [-0.34, -3.35, 0.41], [0.11, -3.11, 1.64], [0.32, -1.48, 2.72], [1.98, -0.51, 2.30], [3.06, -0.61, 3.37], [0.11, -1.78, 4.65], [1.10, -2.70, 5.38], [0.65, -4.27, 2.42], [2.03, -4.43, 2.56], [2.55, -5.48, 3.29], [1.70, -6.39, 3.91], [0.32, -6.24, 3.77], [-0.20, -5.19, 3.03], [-3.12, -5.61, -2.02], [-2.64, -4.99, -0.44], [-1.42, -5.58, -1.57], [-3.22, -3.13, -2.04], [-1.97, -3.67, -3.14], [1.54, -2.13, -1.99], [0.46, -2.18, -3.37], [1.35, -4.64, -1.73], [1.92, -4.23, -3.34], [0.24, -4.70, -3.10], [-0.27, -4.41, 0.14], [1.69, 0.53, 2.17], [2.35, -0.87, 1.34], [2.69, -0.28, 4.34], [3.92, 0.01, 3.11], [3.42, -1.63, 3.49], [-0.91, -2.14, 4.80], [0.13, -0.78, 5.09], [0.97, -3.74, 5.08], [0.93, -2.64, 6.45], [2.14, -2.42, 5.19], [2.70, -3.72, 2.07], [3.62, -5.60, 3.39], [2.10, -7.21, 4.49], [-0.35, -6.95, 4.24], [-1.27, -5.06, 2.92], [-3.30, 3.56, 6.25], [-2.61, 2.29, 5.03], [-3.16, 1.01, 4.97], [-4.60, 0.52, 6.10], [-2.64, 0.11, 4.03], [-3.42, -1.61, 3.86], [-1.61, 0.44, 3.18], [-1.14, -0.44, 2.25], [-1.04, 1.76, 3.20], [-0.12, 2.08, 2.39], [-1.58, 2.65, 4.17], [-0.86, 4.39, 4.16], [4.79, 0.58, -1.71], [3.24, 0.25, -1.32], [2.13, 0.04, -1.02], [-1.40, -0.55, -1.27], [-3.27, -0.11, -1.03], [-3.55, 1.32, 0.28], [-4.43, 1.19, 1.35], [-4.63, 2.24, 2.24], [-3.92, 3.42, 2.10], [-3.05, 3.57, 1.03], [-2.88, 2.54, 0.12], [-4.34, -1.63, -0.43], [-5.54, -2.01, -1.04], [-6.23, -3.14, -0.62], [-5.73, -3.91, 0.43], [-4.54, -3.54, 1.04], [-3.85, -2.41, 0.61], [-4.06, 0.58, -2.70], [-5.30, 1.20, -2.64], [-5.90, 1.72, -3.78], [-5.24, 1.64, -5.00], [-3.99, 1.04, -5.07], [-3.41, 0.51, -3.93], [-1.14, -0.26, -2.30], [-4.96, 0.26, 1.49], [-5.31, 2.11, 3.07], [-4.04, 4.22, 2.82], [-2.48, 4.49, 0.92], [-2.23, 2.70, -0.74], [-5.93, -1.43, -1.86], [-7.15, -3.42, -1.10], [-6.26, -4.79, 0.75], [-4.14, -4.14, 1.86], [-2.92, -2.14, 1.10], [-5.82, 1.29, -1.69], [-6.86, 2.20, -3.72], [-5.69, 2.06, -5.89], [-3.47, 0.98, -6.02], [-2.44, 0.04, -4.01], [-0.21, 2.58, -2.66], [1.39, 4.09, -2.10], [0.73, 6.04, -2.57], [1.59, 6.95, -3.17], [1.14, 8.24, -3.45], [-0.15, 8.61, -3.12], [-1.01, 7.70, -2.52], [-0.57, 6.41, -2.25], [1.96, 4.22, -0.08], [2.83, 3.26, 0.44], [3.17, 3.32, 1.78], [2.66, 4.33, 2.59], [1.82, 5.29, 2.05], [1.46, 5.24, 0.72], [3.17, 3.83, -3.17], [4.34, 4.42, -2.71], [5.53, 4.23, -3.41], [5.53, 3.44, -4.55], [4.37, 2.84, -4.99], [3.18, 3.03, -4.30], [2.60, 6.66, -3.44], [1.81, 8.94, -3.93], [-0.49, 9.61, -3.34], [-2.02, 7.99, -2.27], [-1.25, 5.69, -1.80], [3.24, 2.48, -0.18], [3.83, 2.57, 2.20], [2.91, 4.36, 3.64], [1.42, 6.08, 2.69], [0.79, 5.99, 0.31], [4.34, 5.01, -1.80], [6.44, 4.67, -3.04], [6.46, 3.27, -5.08], [4.38, 2.20, -5.87], [2.27, 2.54, -4.62]]
}



# 2
{
  "formula": "C60H70F2IN2O21Si",
  "method": "ωB97M-V/def2-TZVPD",
  "homo_lumo_gap_ev": 6.8,
  "charge": 1,
  "homo_energy_ha": -0.4000,
  "species": ["C", "C", "C", "C", "C", "C", "C", "C", "C", "C", "C", "C", "F", "F", "C", "C", "Si", "C", "C", "C", "C", "C", "C", "C", "C", "N", "C", "C", "C", "C", "C", "O", "C", "C", "C", "N", "I", "H", "H", "H", "H", "H", "H", "H", "H", "H", "H", "H", "H", "H", "H", "H", "H", "H", "H", "H", "H", "H", "H", "H", "H", "H", "H", "H", "H", "H", "H", "H", "H", "H", "H", "H", "H", "H", "H", "H", "H", "H", "H", "H", "H", "H", "H", "H", "H", "H", "H", "C", "C", "C", "O", "C", "C", "C", "O", "O", "O", "H", "H", "H", "H", "C", "C", "C", "O", "C", "C", "C", "O", "O", "O", "H", "H", "H", "H", "C", "C", "C", "O", "C", "C", "C", "O", "O", "O", "H", "H", "H", "H", "C", "C", "C", "O", "C", "C", "C", "O", "O", "O", "H", "H", "H", "H", "C", "C", "C", "O", "C", "C", "C", "O", "O", "O", "H", "H", "H", "H"],
  "xyz": [[-2.58, 3.75, 2.46], [-1.75, 5.03, 2.46], [-0.28, 4.81, 2.13], [-0.05, 4.12, 0.78], [-0.07, 5.10, -0.36], [0.09, 4.51, -1.75], [-1.03, 3.56, -2.21], [-0.54, 2.23, -2.76], [-0.06, 1.28, -1.67], [0.72, 0.09, -2.11], [1.79, -0.52, -1.51], [2.49, -0.18, -0.22], [2.75, -1.33, 0.45], [1.59, 0.49, 0.55], [3.75, 0.66, -0.34], [5.06, -0.07, -0.03], [5.45, -0.30, 1.82], [4.99, -2.06, 2.29], [4.42, 0.86, 2.87], [7.26, -0.01, 2.14], [8.02, -0.87, 2.97], [9.41, -0.63, 3.21], [10.05, 0.48, 2.60], [9.31, 1.35, 1.77], [7.93, 1.10, 1.54], [2.20, -1.57, -2.29], [3.27, -2.57, -2.10], [2.77, -3.98, -1.86], [2.44, -4.33, -0.42], [0.99, -4.05, -0.07], [0.75, -3.85, 1.41], [0.03, -2.65, 1.57], [0.04, -2.20, 2.90], [-0.74, -0.93, 2.99], [1.39, -1.61, -3.33], [0.48, -0.65, -3.26], [-0.98, -0.50, -4.68], [-1.95, 2.89, 2.63], [-3.33, 3.78, 3.23], [-3.10, 3.61, 1.52], [-2.20, 5.77, 1.82], [-1.79, 5.46, 3.45], [0.20, 5.78, 2.08], [0.19, 4.25, 2.92], [0.89, 3.57, 0.81], [-0.83, 3.37, 0.65], [0.73, 5.81, -0.20], [-1.01, 5.64, -0.34], [1.03, 3.98, -1.80], [0.09, 5.35, -2.43], [-1.76, 3.39, -1.42], [-1.58, 4.02, -3.02], [0.26, 2.42, -3.47], [-1.38, 1.79, -3.27], [-0.87, 0.98, -1.02], [0.63, 1.83, -1.04], [3.62, 1.48, 0.36], [3.78, 1.09, -1.33], [5.86, 0.52, -0.46], [5.12, -1.04, -0.49], [4.90, -2.67, 1.40], [5.72, -2.55, 2.91], [4.03, -2.10, 2.79], [3.38, 0.57, 2.86], [4.47, 1.88, 2.51], [4.80, 0.85, 3.88], [7.57, -1.72, 3.45], [9.97, -1.31, 3.83], [11.09, 0.64, 2.79], [9.79, 2.19, 1.31], [7.40, 1.79, 0.90], [3.87, -2.25, -1.27], [3.87, -2.55, -3.00], [1.89, -4.17, -2.47], [3.55, -4.64, -2.23], [2.63, -5.39, -0.30], [3.10, -3.83, 0.26], [0.37, -4.86, -0.44], [0.66, -3.14, -0.55], [0.18, -4.68, 1.83], [1.70, -3.77, 1.93], [-0.39, -2.95, 3.56], [1.07, -2.04, 3.23], [-1.76, -1.09, 2.66], [-0.29, -0.15, 2.40], [-0.78, -0.60, 4.02], [1.44, -2.35, -4.11], [-4.46, 4.67, -5.35], [-4.94, 3.76, -4.50], [-6.36, 3.80, -3.97], [-6.68, 2.89, -3.23], [-7.22, 4.89, -4.38], [-6.74, 5.81, -5.23], [-5.33, 5.75, -5.78], [-5.00, 6.63, -6.55], [-7.44, 6.84, -5.67], [-4.25, 2.73, -4.03], [-3.45, 4.64, -5.73], [-8.23, 4.92, -4.00], [-6.85, 7.34, -6.27], [-4.86, 2.25, -3.43], [-7.44, -1.43, -4.76], [-6.92, -0.35, -4.14], [-5.62, -0.42, -3.37], [-5.21, 0.61, -2.87], [-4.93, -1.69, -3.29], [-5.44, -2.76, -3.92], [-6.73, -2.69, -4.70], [-7.08, -3.72, -5.24], [-4.87, -3.96, -3.92], [-7.48, 0.84, -4.15], [-8.36, -1.39, -5.31], [-4.01, -1.73, -2.73], [-5.45, -4.54, -4.45], [-6.92, 1.45, -3.63], [-6.55, 5.61, 6.01], [-5.87, 5.84, 4.88], [-4.68, 6.77, 4.83], [-4.13, 6.88, 3.75], [-4.28, 7.45, 6.04], [-4.96, 7.23, 7.17], [-6.14, 6.28, 7.23], [-6.67, 6.14, 8.31], [-4.68, 7.79, 8.33], [-6.16, 5.28, 3.72], [-7.40, 4.94, 6.06], [-3.44, 8.13, 5.99], [-5.33, 7.45, 8.97], [-5.50, 5.64, 3.08], [-4.11, -7.77, -0.31], [-4.93, -8.27, 0.62], [-6.24, -7.61, 0.98], [-6.91, -8.16, 1.83], [-6.61, -6.39, 0.29], [-5.79, -5.89, -0.64], [-4.48, -6.56, -1.01], [-3.81, -6.03, -1.87], [-6.07, -4.78, -1.31], [-4.68, -9.37, 1.32], [-3.17, -8.23, -0.57], [-7.55, -5.92, 0.56], [-5.37, -4.59, -1.97], [-5.44, -9.50, 1.91], [8.21, -4.27, -0.79], [8.91, -3.44, -0.01], [10.12, -3.90, 0.77], [10.69, -3.06, 1.44], [10.52, -5.29, 0.67], [9.82, -6.12, -0.11], [8.62, -5.66, -0.91], [8.06, -6.49, -1.60], [10.10, -7.40, -0.27], [8.60, -2.17, 0.16], [7.35, -3.95, -1.36], [11.38, -5.61, 1.24], [9.44, -7.76, -0.90], [9.26, -1.79, 0.79]]
}